1.
The following is a DFT calculation (the ωB97M-V functional and the def2-TZVPD basis) of 2 unconnected molecules or ions with the total composition C5H12O.

Geometry (Å):
C  0.156  2.024  -0.769
C  0.810  0.858  -0.034
C  1.069  1.068  1.450
C  1.440  -0.231  2.164
H  -0.849  2.246  -0.414
H  0.068  1.751  -1.823
H  0.747  2.939  -0.707
H  1.711  0.537  -0.562
H  0.121  0.006  -0.116
H  0.177  1.463  1.937
H  1.879  1.791  1.571
H  0.654  -0.979  2.048
H  1.600  -0.048  3.224
H  2.335  -0.675  1.727
C  -1.468  -2.119  -1.124
O  -2.280  -1.791  -1.934
H  -1.611  -1.836  -0.073
H  -0.563  -2.661  -1.425

Summary:
SMILES string: CCCC.C=O
Kohn-Sham gap, eV: 11.1
Highest occupied orbital energy, Eh: -0.376
Relative energy (zero: lowest compared OMol25 entry of this formula, charge and spin), kcal per mole: 25.5

=====

2.
The following is a DFT calculation (the ωB97M-V functional and the def2-TZVPD basis) of 2 unconnected molecules or ions with the total composition C5H12O.

Geometry (Å):
C  0.523  2.396  0.504
C  0.212  1.169  0.092
O  -0.811  1.007  -0.803
C  1.040  -0.042  0.438
C  1.740  -0.544  -0.827
H  1.326  2.537  1.217
H  0.011  3.264  0.106
H  -0.918  0.075  -1.028
H  1.787  0.254  1.180
H  0.452  -0.849  0.894
H  1.014  -0.855  -1.587
H  2.394  -1.394  -0.615
H  2.335  0.268  -1.255
C  -2.247  -1.515  0.331
H  -2.867  -2.176  0.938
H  -1.239  -1.936  0.278
H  -2.669  -1.446  -0.675
H  -2.218  -0.520  0.780

Summary:
SMILES string: C=C(O)CC.C
Kohn-Sham gap, eV: 9.6
Highest occupied orbital energy, Eh: -0.320
Relative energy (zero: lowest compared OMol25 entry of this formula, charge and spin), kcal per mole: 21.1

=====

3.
The following is a DFT calculation (the ωB97M-V functional and the def2-TZVPD basis) of 2 unconnected molecules or ions with the total composition C5H12O.

Geometry (Å):
C  -1.718  1.585  -2.077
C  -0.733  2.222  -1.128
O  -0.956  2.323  0.054
H  -1.465  0.543  -2.257
H  -2.680  1.705  -1.582
H  -1.742  2.165  -2.999
H  0.093  2.858  -1.505
C  1.586  -0.957  1.831
C  0.842  -2.193  1.454
C  0.785  -2.520  -0.082
H  2.624  -0.929  1.504
H  1.079  -0.010  1.737
H  1.687  -0.969  2.923
H  1.375  -3.039  1.890
H  -0.141  -2.267  1.908
H  -0.258  -2.640  -0.349
H  1.331  -3.437  -0.251
H  1.108  -1.642  -0.637

Summary:
SMILES string: CC=O.CCC
Kohn-Sham gap, eV: 10.9
Highest occupied orbital energy, Eh: -0.364
Relative energy (zero: lowest compared OMol25 entry of this formula, charge and spin), kcal per mole: 29.0

=====

4.
The following is a DFT calculation (the ωB97M-V functional and the def2-TZVPD basis) of 2 unconnected molecules or ions with the total composition C5H12O.

Geometry (Å):
C  -2.454  0.348  0.907
C  -1.810  0.439  -0.214
C  -0.481  0.975  -0.532
C  0.524  0.123  0.460
C  1.951  0.591  0.408
H  -2.422  0.810  1.906
H  -3.382  -0.295  0.887
H  -2.368  0.126  -1.124
H  -0.184  0.695  -1.607
H  -0.292  2.033  -0.548
H  0.454  -1.003  0.220
H  0.066  0.392  1.478
H  2.466  0.537  1.232
H  2.569  0.065  -0.388
H  1.872  1.830  0.395
O  0.782  -2.761  -1.392
H  1.871  -2.732  -1.521
H  0.836  -2.174  -0.567

Summary:
SMILES string: C=CCCC.O
Kohn-Sham gap, eV: 10.4
Highest occupied orbital energy, Eh: -0.355
Relative energy (zero: lowest compared OMol25 entry of this formula, charge and spin), kcal per mole: 78.3

=====

5.
The following is a DFT calculation (the ωB97M-V functional and the def2-TZVPD basis) of a molecular structure, C5H12O.

Geometry (Å):
C  -0.336  0.749  -0.824
C  -0.688  -0.696  -0.549
C  -2.026  -1.043  0.043
C  0.521  -0.925  0.333
C  1.422  -0.084  -0.501
O  1.933  2.292  -0.467
H  -0.742  1.156  -1.779
H  1.095  1.827  -0.656
H  -0.738  1.421  -0.038
H  -0.524  -1.230  -1.494
H  -2.177  -0.500  0.984
H  -2.049  -2.116  0.259
H  -2.847  -0.804  -0.637
H  0.384  -0.383  1.283
H  0.850  -1.940  0.551
H  1.642  -0.422  -1.513
H  2.396  0.138  -0.014
H  2.413  2.187  -1.295

Summary:
Kohn-Sham gap, eV: 10.4
Highest occupied orbital energy, Eh: -0.348
Relative energy (zero: lowest compared OMol25 entry of this formula, charge and spin), kcal per mole: 75.2

=====

6.
The following is a DFT calculation (the ωB97M-V functional and the def2-TZVPD basis) of C5H12O in the gas phase.

Geometry (Å):
C  2.190  1.268  0.049
C  0.751  0.830  -0.222
C  0.260  -0.260  0.746
C  -1.271  -0.328  0.949
O  -1.921  -1.374  0.262
C  -1.689  -1.332  -1.119
H  2.309  1.571  1.095
H  2.469  2.123  -0.575
H  2.912  0.467  -0.143
H  0.660  0.501  -1.267
H  0.096  1.707  -0.129
H  0.630  -1.247  0.432
H  0.715  -0.077  1.727
H  -1.513  -0.501  2.002
H  -1.720  0.643  0.667
H  -2.196  -2.190  -1.567
H  -0.615  -1.404  -1.335
H  -2.067  -0.400  -1.571

Summary:
SMILES string: CCCCOC
Kohn-Sham gap, eV: 10.8
Highest occupied orbital energy, Eh: -0.357
Relative energy (zero: lowest compared OMol25 entry of this formula, charge and spin), kcal per mole: 19.8

=====

7.
The following is a DFT calculation (the ωB97M-V functional and the def2-TZVPD basis) of 2 unconnected molecules or ions with the total composition C5H12O.

Geometry (Å):
C  2.731  0.499  0.298
O  1.473  0.676  -0.025
C  0.492  -0.150  0.163
C  -0.872  0.278  -0.281
C  -1.591  1.102  0.801
C  -1.704  -0.947  -0.673
H  2.513  -1.209  -0.996
H  2.966  -0.219  1.077
H  3.367  1.340  0.063
H  1.795  -1.476  -1.077
H  0.643  -0.952  0.886
H  -0.740  0.914  -1.166
H  -1.003  1.984  1.076
H  -2.572  1.439  0.448
H  -1.745  0.501  1.706
H  -1.226  -1.503  -1.486
H  -1.819  -1.627  0.181
H  -2.707  -0.649  -0.996

Summary:
Kohn-Sham gap (spin up / spin down), eV: 8.2 / 8.0
Highest occupied orbital energy (spin up / spin down), Eh: -0.270 / -0.264
Relative energy (zero: lowest compared OMol25 entry of this formula, charge and spin), kcal per mole: 101.7

=====

8.
The following is a DFT calculation (the ωB97M-V functional and the def2-TZVPD basis) of 2 unconnected molecules or ions with the total composition C5H12O.

Geometry (Å):
C  0.574  -2.204  1.946
C  0.035  -1.775  0.620
C  -0.611  -0.634  0.406
C  -1.155  -0.212  -0.938
C  -0.079  0.004  -1.984
H  1.644  -2.442  1.897
H  0.104  -3.131  2.271
H  0.432  -1.440  2.703
H  0.201  -2.442  -0.218
H  -0.774  0.025  1.250
H  -1.904  -0.933  -1.274
H  -1.748  0.693  -0.802
H  0.311  -0.941  -2.353
H  0.747  0.598  -1.582
H  -0.422  0.525  -2.888
O  0.825  5.082  0.087
H  1.265  4.260  -0.148
H  0.557  4.968  1.009

Summary:
SMILES string: C/C=C/CC.O
Kohn-Sham gap, eV: 9.9
Highest occupied orbital energy, Eh: -0.339
Relative energy (zero: lowest compared OMol25 entry of this formula, charge and spin), kcal per mole: 20.5

=====

9.
The following is a DFT calculation (the ωB97M-V functional and the def2-TZVPD basis) of 3 unconnected molecules or ions with the total composition C5H12O2.

Geometry (Å):
C  0.408  1.545  1.053
C  -0.005  0.502  0.230
C  -0.026  -0.833  0.744
C  -0.250  -1.841  -0.097
C  -0.240  -3.352  0.265
H  0.088  2.559  1.174
H  1.212  1.271  1.879
H  -0.673  0.604  -0.602
H  0.214  -0.955  1.820
H  -1.020  -1.591  -0.851
H  -1.363  -3.681  0.134
H  0.000  -3.448  1.331
H  0.408  -3.941  -0.308
H  -1.737  4.882  -0.583
H  -2.859  3.890  -0.226
O  -1.925  3.970  -0.309
H  3.252  0.327  -2.267
H  2.261  -0.095  -1.248
O  2.254  0.189  -2.137

Summary:
Expectation value of S²: 0.772
Charge: -1
Kohn-Sham gap (spin up / spin down), eV: 2.7 / 5.4
Highest occupied orbital energy (spin up / spin down), Eh: 0.020 / -0.080
Relative energy (zero: lowest compared OMol25 entry of this formula, charge and spin), kcal per mole: 60.7
2S+1: 2

=====

10.
The following is a DFT calculation (the ωB97M-V functional and the def2-TZVPD basis) of C5H12O2 in the gas phase.

Geometry (Å):
C  2.346  0.849  -1.605
C  1.699  -0.009  -0.494
O  0.618  0.620  0.244
C  -0.289  -0.408  1.150
C  -1.856  -0.310  1.347
O  -2.442  -0.703  0.149
C  -1.761  0.093  -0.836
H  2.767  1.784  -1.221
H  1.648  1.089  -2.413
H  3.183  0.287  -2.060
H  2.478  -0.261  0.231
H  1.336  -0.936  -0.964
H  -0.153  -1.406  0.712
H  0.207  -0.264  2.091
H  -2.203  -0.999  2.153
H  -2.197  0.694  1.649
H  -0.638  0.377  -0.603
H  -2.240  1.077  -0.858
H  -1.873  -0.437  -1.778

Summary:
SMILES string: CCOCCOC
Kohn-Sham gap, eV: 10.0
Highest occupied orbital energy, Eh: -0.329
Relative energy (zero: lowest compared OMol25 entry of this formula, charge and spin), kcal per mole: 86.4